The following is a DFT calculation (ωB97M-V with the def2-TZVPD basis set) of a 8-piece molecular cluster, C22H58Cl8N8O6P2 overall in a non-equilibrium geometry.

Last column: Mulliken charge in e.
Element x y z (Å)
C -6.908 2.446 10.214  0.462
N 2.357 9.204 5.156  0.189
C -4.565 2.651 3.746  -0.100
C 1.253 12.254 5.174  -0.644
H -4.011 2.445 4.662  0.175
C -3.058 1.368 10.262  -0.618
H -6.178 6.932 4.964  -0.291
C 3.490 12.568 6.158  -1.014
H 0.377 8.492 4.517  0.141
H -4.610 7.431 14.667  0.268
C 3.661 9.034 4.534  -0.935
Cl -6.800 0.709 9.953  -0.226
C -3.847 3.577 2.829  -0.683
H 4.177 12.251 5.373  0.308
H -6.708 6.153 14.096  0.344
Cl -4.759 1.081 2.834  -0.207
Cl -4.091 3.531 7.422  -0.175
H 1.681 12.243 4.172  0.313
C 0.381 8.280 7.534  -0.997
C -6.370 12.472 5.962  -1.248
P -5.572 9.877 6.567  0.273
C -8.361 2.986 10.279  -0.469
P 2.220 10.142 6.607  0.155
N -4.094 9.889 5.655  0.481
C -5.703 5.794 13.873  -0.646
N -5.174 10.536 8.137  0.234
C -3.784 8.833 4.669  -0.758
H -0.038 11.593 7.931  0.310
C -4.691 6.353 14.807  -0.383
H -8.828 2.490 9.428  0.311
C 1.218 9.101 4.187  -0.763
H -8.512 11.586 5.114  0.458
C 0.041 10.543 8.212  -0.834
H -6.688 12.084 8.539  0.230
H -6.145 4.676 7.804  0.129
H -4.758 8.973 9.381  0.297
H -2.978 1.748 9.244  0.136
H -3.376 11.466 4.524  0.212
H -3.350 11.704 6.333  0.430
H -6.759 5.474 4.024  0.180
O -8.074 7.245 2.429  -0.613
H -5.526 3.106 3.985  0.164
H 3.725 8.380 3.664  0.354
H -7.978 10.082 4.714  0.249
C -7.992 10.747 5.577  -1.097
C -5.149 4.966 7.469  0.244
N -6.985 7.180 2.972  1.022
H 0.577 10.447 9.156  0.332
H -3.815 7.870 5.178  -0.062
Cl -5.415 6.198 12.126  -0.026
H -2.118 0.903 10.559  0.308
H -2.244 10.507 5.467  0.384
H 0.896 13.256 5.410  0.351
H -5.796 4.708 13.904  0.304
H 4.053 10.039 4.381  0.265
C -6.277 11.136 8.885  -1.022
N -3.550 2.450 11.174  0.786
H -4.517 3.736 1.983  0.311
H -7.110 10.434 8.913  0.366
N 2.214 11.758 6.125  0.304
H -0.974 10.195 8.404  0.061
H 3.887 12.615 7.172  0.277
H -6.242 12.902 4.968  0.299
O -3.657 3.549 10.753  -0.340
H -5.254 5.483 6.515  -0.150
O -3.742 2.168 12.359  -0.548
H 1.486 8.635 3.238  0.447
H -3.419 9.500 8.266  -0.061
H -8.907 2.816 11.207  0.349
C -4.623 6.057 8.494  0.052
O -6.214 8.512 6.561  -0.831
C -4.195 9.809 8.966  -0.607
H -3.839 10.414 9.799  0.337
N -6.596 11.080 5.886  0.183
H -3.884 0.660 10.322  0.258
H -6.375 2.906 9.382  -0.342
Cl -8.242 4.757 9.919  -0.151
H -7.848 6.547 4.846  0.308
H -4.912 6.167 15.858  0.321
H 4.383 8.593 5.221  0.309
H -6.379 2.754 11.115  0.110
H -2.891 3.215 2.451  0.398
Cl -3.029 6.637 7.993  -0.157
H 0.473 7.559 6.722  0.331
H 0.858 10.088 3.898  0.185
N 0.696 9.713 7.182  0.772
H -8.578 10.276 6.367  0.295
O -6.019 7.546 2.391  -0.553
H -5.216 6.953 8.679  0.099
H -4.537 8.863 3.882  0.258
H 1.105 7.891 8.251  0.350
H -2.828 8.904 4.150  0.393
H -7.224 13.006 6.377  0.535
Cl -3.132 5.681 14.490  -0.162
H 0.375 11.614 5.259  -0.088
Cl -3.532 5.203 3.518  -0.048
H -0.643 8.186 7.897  0.084
C -3.208 11.014 5.502  -1.030
H -4.528 5.661 9.505  -0.149
O 3.250 9.942 7.694  -0.865
H -6.039 11.286 9.938  0.412
C -6.918 6.522 4.277  -0.098
H 3.339 13.634 5.985  0.377
H -5.459 12.722 6.505  0.412

## Properties
Net charge: 0
E: -166713.6918 eV
Maximum force: 2.841 eV Å⁻¹
HOMO: -8.343 eV
Frontier orbital gap: 8.676 eV
LUMO energy: 0.3 eV